# 1
Molecular formula: C23H18N4OPdS2
Method: DFT, wB97M-V/def2-TZVPD

```
49
Properties=species:S:1:pos:R:3:forces:R:3
Pd -0.76846 0.85137 0.76115 0.429 0.856 -1.437
N -4.15114 -0.06647 -1.40868 0.032 -0.124 0.024
C -4.02249 -1.38414 -0.97030 -0.116 0.109 -0.119
C -4.77630 -2.52123 -1.23494 0.026 -0.035 0.027
C -4.38663 -3.67338 -0.58569 0.030 -0.004 0.012
C -3.29448 -3.69024 0.30111 -0.033 0.011 -0.035
C -2.54868 -2.55838 0.55236 0.024 -0.015 0.023
C -2.92391 -1.39553 -0.11452 0.082 0.114 0.139
N -2.40243 -0.10233 -0.07256 0.037 -0.061 0.804
C -3.17676 0.65172 -0.83834 0.016 0.200 -0.013
C -2.91997 2.08158 -0.93154 -0.051 -0.139 0.073
C -3.57928 3.08338 -1.56403 -0.006 0.043 -0.020
S -2.81103 4.57150 -1.23807 -0.036 0.060 -0.037
C -1.65251 3.78489 -0.28280 0.064 -0.047 0.035
N -1.82700 2.49548 -0.20250 0.132 -0.244 -0.302
H -4.85029 0.28184 -2.04504 0.000 -0.001 0.004
H -5.62589 -2.50738 -1.90333 0.002 0.009 -0.008
H -4.94096 -4.58590 -0.75447 0.001 -0.006 0.011
H -3.04451 -4.61469 0.80276 0.001 -0.005 0.002
H -1.72280 -2.56341 1.25102 0.005 -0.006 -0.015
H -4.45845 3.03298 -2.18542 -0.014 0.006 0.005
H -0.84173 4.30892 0.20112 0.021 -0.021 0.003
N -0.87740 1.27073 3.96888 0.169 -0.016 -0.049
C -0.71295 1.05088 2.85198 -0.462 -0.449 0.601
H -0.98386 1.43008 4.95459 -0.017 0.047 0.012
O 1.00361 1.94934 0.52039 -0.481 -0.201 0.343
S 2.27370 1.33670 1.17775 0.180 -0.055 0.214
C 3.54431 1.56851 -0.02325 -0.087 0.063 -0.053
C 3.23177 1.70961 -1.36840 0.111 -0.018 -0.033
C 4.27484 1.85739 -2.26819 -0.064 -0.006 0.005
C 5.59059 1.85309 -1.81930 0.011 -0.003 0.034
C 5.87881 1.71939 -0.46794 0.020 0.004 -0.010
C 4.84858 1.58707 0.45057 0.013 0.036 -0.025
C 1.95926 -0.41306 1.05947 -0.190 0.013 -0.103
C 2.49131 -1.26119 2.01234 -0.032 0.010 0.042
C 2.20861 -2.62010 1.92791 -0.006 -0.029 0.015
C 1.38719 -3.10773 0.92018 0.009 0.026 0.062
C 0.84951 -2.24331 -0.02413 -0.038 0.083 -0.012
C 1.12979 -0.88181 0.03891 0.241 -0.209 -0.253
H 2.20171 1.72816 -1.69643 -0.006 -0.002 -0.011
H 4.06253 1.97903 -3.32142 0.003 0.001 -0.003
H 6.39836 1.96754 -2.52912 0.002 0.002 -0.004
H 6.90407 1.73538 -0.12559 0.002 -0.004 -0.001
H 5.06102 1.51017 1.50986 -0.012 -0.004 0.005
H 3.11646 -0.87740 2.80891 0.001 0.005 0.004
H 2.62945 -3.29831 2.65777 0.004 -0.001 -0.001
H 1.17538 -4.16688 0.86484 0.008 -0.006 -0.007
H 0.23323 -2.62624 -0.82700 0.006 -0.007 0.002
H 0.84585 -0.23762 -0.79086 -0.030 0.019 0.048
```
Positions in Å, forces in eV/Å.

## Properties
ΔE to the lowest compared entry with this formula, charge and spin, kJ/mol: 159.7
Charge: +2
LUMO (alpha / beta), eV: -7.79 / -7.77
Frontier orbital gap (alpha / beta), eV: 6.485 / 6.518
Largest force on an atom, eV/A: 1.727

Taken from the Mulliken analysis, the atomic charges in e are:
1 Pd 1.203
2 N -0.009
3 C 0.516
4 C -1.022
5 C -0.560
6 C -0.663
7 C -0.665
8 C 0.306
9 N -0.059
10 C 0.153
11 C -0.160
12 C -0.111
13 S -0.036
14 C -0.237
15 N 0.061
16 H 0.250
17 H 0.430
18 H 0.420
19 H 0.434
20 H 0.511
21 H 0.392
22 H 0.463
23 N 0.007
24 C -0.250
25 H 0.315
26 O -0.383
27 S -0.078
28 C 0.849
29 C -0.151
30 C -0.690
31 C -0.479
32 C -0.577
33 C -0.462
34 C 1.170
35 C -0.719
36 C -0.524
37 C -0.671
38 C -0.660
39 C -0.609
40 H 0.308
41 H 0.406
42 H 0.412
43 H 0.411
44 H 0.430
45 H 0.458
46 H 0.437
47 H 0.466
48 H 0.532
49 H 0.435

---

# 2
Molecular formula: C23H18N4OS
Method: DFT, wB97M-V/def2-TZVPD

```
47
Properties=species:S:1:pos:R:3:forces:R:3
C -0.22598 -1.51555 -5.96340 1.645 1.698 -0.441
C -0.16650 -1.01622 -4.55981 0.414 0.348 2.018
C -1.20200 -1.37309 -3.72575 0.184 1.079 1.848
C -1.27328 -0.74862 -2.41734 -0.789 -1.125 -0.549
C -0.39341 0.16177 -1.82757 -0.332 -1.124 -1.871
C -0.67063 0.80039 -0.44844 0.744 -2.482 0.031
O -0.23489 2.15668 -0.57973 -3.060 -0.956 -0.987
C 0.89075 2.60900 -0.12432 2.941 1.526 3.275
C 1.39514 3.85936 -0.53180 -1.868 -1.327 -0.518
C 2.45080 4.47552 0.11203 0.101 0.355 0.469
C 3.00534 3.89773 1.22401 0.533 -3.794 0.502
C 2.65779 2.51200 1.56183 0.003 2.855 0.747
C 1.50203 2.00030 1.01339 0.863 -2.963 -0.752
C 1.12629 0.55603 1.39351 -3.158 0.221 -0.960
C 0.01086 -0.03877 0.73236 4.248 3.043 0.614
C -0.49012 -1.37539 1.19719 -1.506 1.095 0.987
C -1.82562 -1.06031 1.81258 -0.954 -2.377 0.519
C -2.13323 -0.09158 2.72290 0.171 0.583 -2.064
C -3.48012 -0.25828 3.18915 0.188 -1.731 1.074
C -4.08202 -1.45016 2.81865 1.394 0.546 -0.193
S -3.00999 -2.43638 1.74766 -0.646 3.024 1.215
N 0.33946 -1.95677 2.24528 2.825 0.229 2.030
N 0.36645 -3.23630 2.98687 -1.899 1.068 -2.151
C 1.32415 -3.10417 3.90996 2.422 3.072 0.344
N 1.93845 -1.87908 3.86263 -0.823 -3.949 0.801
C 1.35204 -1.18524 2.83585 -0.279 -0.115 0.020
N 1.75974 0.01435 2.52021 -0.677 -0.498 -1.108
C 0.69905 0.41577 -2.68025 -1.106 -1.843 -1.353
C 0.83187 -0.19157 -3.95279 -0.970 -0.022 -0.380
H 0.55131 -2.29075 -6.14834 -0.964 0.135 -0.042
H 0.08949 -0.61884 -6.59744 -0.731 -1.301 0.325
H -1.28305 -1.76718 -6.09137 0.563 -0.401 -0.792
H -1.92448 -2.11912 -4.10320 0.079 0.681 0.681
H -2.12252 -1.03330 -1.83283 -0.658 -0.168 0.370
H -1.77763 0.69332 -0.25721 0.961 0.899 -0.296
H 0.76196 4.32506 -1.28226 0.548 0.278 -0.214
H 2.81474 5.42888 -0.23521 -0.109 0.226 -0.038
H 3.85692 4.20396 1.79642 0.297 0.981 -0.191
H 3.21181 1.99953 2.39800 -0.865 0.470 -1.148
H -0.57073 -2.04494 0.39858 -0.337 -1.263 -1.391
H -1.44241 0.80485 2.77153 -1.078 -1.153 0.452
H -3.81920 0.25833 4.08104 -0.468 0.431 -0.503
H -5.03921 -1.77256 3.21400 0.220 -0.246 -0.342
H -0.53326 -3.64315 3.28057 0.385 0.353 -0.610
H 1.63003 -4.00036 4.53556 -0.568 1.583 -0.643
H 1.45380 1.04401 -2.39678 1.902 1.609 0.790
H 1.68000 -0.00916 -4.60595 0.215 0.449 0.425
```
Positions in Å, forces in eV/Å.

## Properties
LUMO, eV: 0.15
Frontier orbital gap, eV: 7.519
Largest force on an atom, eV/A: 5.262

Taken from the Mulliken analysis, the atomic charges in e are:
1 C -1.122
2 C 0.781
3 C -1.332
4 C -0.007
5 C 0.168
6 C -0.075
7 O -0.402
8 C 0.076
9 C -0.673
10 C -0.504
11 C -0.727
12 C -0.651
13 C 0.739
14 C 1.573
15 C -1.198
16 C -0.022
17 C 0.068
18 C 0.158
19 C -0.801
20 C -0.410
21 S -0.126
22 N 0.401
23 N -0.594
24 C -0.092
25 N -0.680
26 C 0.491
27 N -0.659
28 C -0.023
29 C -1.243
30 H 0.264
31 H 0.304
32 H 0.377
33 H 0.282
34 H 0.393
35 H 0.323
36 H 0.400
37 H 0.403
38 H 0.397
39 H 0.346
40 H 0.663
41 H 0.363
42 H 0.347
43 H 0.439
44 H 0.299
45 H 0.349
46 H 0.603
47 H 0.335

---

# 3
Molecular formula: C23H18N7O4S3Sn
Method: DFT, wB97M-V/def2-TZVPD

```
56
Properties=species:S:1:pos:R:3:forces:R:3
Sn 0.46539 -1.26565 -0.78113 -0.002 -0.182 -0.320
O 0.56482 4.73716 -2.55034 0.102 0.033 0.021
C 1.79251 4.29709 -2.22496 -0.075 0.044 -0.010
C 2.87938 5.12978 -2.50268 -0.006 0.006 -0.015
C 4.16632 4.73103 -2.19665 -0.017 -0.029 0.019
C 4.39821 3.49170 -1.60627 -0.018 0.011 -0.012
C 3.32240 2.66777 -1.32601 -0.013 0.013 0.026
C 2.01283 3.04740 -1.62004 -0.003 -0.067 0.041
C 0.90698 2.08960 -1.28364 0.294 0.030 -0.044
O 1.21224 1.02033 -0.69054 0.165 0.026 0.115
N -0.30304 2.47642 -1.64811 -0.224 -0.039 0.045
N -1.27168 1.52958 -1.37417 -0.151 -0.035 0.025
C -2.45784 1.92947 -1.54931 0.130 0.166 -0.056
S -3.83277 0.83802 -1.38559 0.004 -0.120 0.068
C -5.02600 2.17947 -1.17488 0.057 -0.062 0.026
C -4.65551 3.26316 -2.16958 0.048 0.036 -0.005
S -2.88249 3.60267 -1.99424 -0.013 -0.062 0.006
H -0.06103 4.00230 -2.29157 -0.059 -0.011 -0.054
H 2.68028 6.08758 -2.96695 -0.004 -0.005 0.007
H 4.99646 5.39118 -2.42012 -0.002 -0.004 -0.006
H 5.40542 3.17311 -1.37107 -0.005 0.000 0.003
H 3.46746 1.69800 -0.86711 -0.006 -0.017 0.007
H -4.96850 2.55247 -0.15208 -0.052 0.030 -0.005
H -6.01961 1.77096 -1.35804 -0.008 0.023 -0.011
H -5.19124 4.19253 -1.97472 -0.015 -0.007 -0.001
H -4.86110 2.93414 -3.18799 -0.040 0.010 0.000
O -0.29638 -3.71959 1.88680 -0.088 -0.060 -0.035
C 0.58429 -3.68385 1.03184 0.168 -0.124 0.095
O 0.42299 -3.50210 -0.23632 -0.197 0.451 0.201
C 2.02573 -3.88068 1.43122 0.071 0.040 -0.056
C 2.42376 -5.10285 1.95866 -0.013 0.005 0.062
C 3.75060 -5.35096 2.27443 0.003 -0.002 -0.003
C 4.69443 -4.35328 2.06784 -0.016 0.022 -0.012
C 4.30535 -3.12633 1.55466 -0.039 -0.016 0.018
C 2.97091 -2.86711 1.22761 -0.033 0.021 -0.029
S 2.57797 -1.23941 0.64986 0.149 -0.006 -0.001
H 1.67042 -5.86356 2.12683 -0.008 0.009 -0.011
H 4.04467 -6.31253 2.67716 0.004 0.002 0.003
H 5.73688 -4.52927 2.30610 0.002 0.004 0.005
H 5.03438 -2.34036 1.39881 0.015 -0.019 -0.001
N -0.84654 0.91045 2.91545 -0.019 0.015 0.048
C 0.00131 0.61335 1.92988 0.096 0.051 -0.036
N -0.53259 -0.32750 1.18973 -0.244 -0.238 -0.036
C -1.73584 -0.57748 1.77600 0.076 -0.085 0.075
N -1.96482 0.15423 2.84128 -0.040 0.064 -0.058
C -2.63430 -1.61699 1.26122 0.020 0.074 -0.008
C -3.79551 -2.01225 1.91407 -0.012 -0.024 0.022
N -4.55710 -2.98733 1.43612 0.011 -0.011 -0.028
C -4.13763 -3.57369 0.31584 -0.021 0.006 0.042
C -2.98267 -3.17270 -0.33775 0.017 0.039 0.033
N -2.24520 -2.18006 0.13057 0.019 0.016 -0.130
H -0.74375 1.58539 3.65235 0.026 -0.010 -0.024
H 0.96548 1.06510 1.76266 -0.014 0.000 0.009
H -4.10303 -1.53116 2.83421 0.006 -0.006 0.003
H -4.74161 -4.38692 -0.06876 0.001 0.001 -0.011
H -2.63212 -3.65786 -1.24056 -0.027 -0.006 -0.005
```
Positions in Å, forces in eV/Å.

## Properties
ΔE to the lowest compared entry with this formula, charge and spin, kJ/mol: 0.0
Charge: -1
LUMO, eV: 2.21
Frontier orbital gap, eV: 6.901
Largest force on an atom, eV/A: 0.532

Taken from the Mulliken analysis, the atomic charges in e are:
1 Sn 0.652
2 O -0.702
3 C 0.393
4 C -0.733
5 C -0.231
6 C -0.863
7 C -0.445
8 C 0.132
9 C 0.476
10 O -0.362
11 N -0.693
12 N -0.142
13 C 0.091
14 S -0.084
15 C -0.632
16 C -0.526
17 S -0.167
18 H 0.704
19 H 0.394
20 H 0.348
21 H 0.413
22 H 0.537
23 H 0.284
24 H 0.391
25 H 0.344
26 H 0.286
27 O -0.683
28 C 0.215
29 O -0.694
30 C 0.540
31 C -0.519
32 C -0.534
33 C -0.497
34 C -0.748
35 C 0.732
36 S -0.467
37 H 0.399
38 H 0.360
39 H 0.339
40 H 0.407
41 N 0.119
42 C -0.557
43 N 0.735
44 C -0.028
45 N -0.833
46 C 0.312
47 C -0.388
48 N -0.682
49 C -0.286
50 C -0.548
51 N 0.334
52 H 0.185
53 H 0.585
54 H 0.477
55 H 0.408
56 H 0.453

---

# 4
Molecular formula: C23H19AlIN3O4S
Method: DFT, wB97M-V/def2-TZVPD

```
52
Properties=species:S:1:pos:R:3:forces:R:3
Al -0.76365 0.85999 2.00166 -0.226 -0.248 0.085
O 0.77910 0.04041 5.54051 -0.028 0.022 0.017
C 0.53112 0.30680 4.38667 0.172 -0.089 0.042
O -0.62610 0.44564 3.83622 -0.008 0.075 -0.323
C 1.65917 0.47569 3.38635 -0.076 0.014 0.049
C 2.98600 0.37533 3.74999 -0.009 0.004 -0.009
C 3.95079 0.53969 2.77091 -0.065 0.029 -0.024
C 3.54425 0.80334 1.47073 0.027 -0.008 0.035
C 2.19566 0.89327 1.18844 0.040 -0.020 -0.077
N 1.26110 0.72096 2.12934 0.085 0.109 0.118
H 3.21482 0.17761 4.78693 0.014 -0.004 0.000
H 5.00246 0.47540 3.01583 0.011 -0.010 0.003
H 4.25853 0.95339 0.67413 0.008 0.000 0.001
H 1.84954 1.13924 0.19930 0.025 -0.049 0.027
C 3.20162 -0.45365 -5.30216 0.012 -0.007 -0.032
C 2.29425 0.06432 -4.22272 -0.037 0.038 0.029
C 2.05201 -0.68387 -3.07568 -0.007 0.038 -0.020
C 1.19614 -0.21780 -2.08811 0.033 -0.093 0.054
C 0.57091 1.00745 -2.24415 -0.016 0.091 0.073
C 0.78917 1.76519 -3.38772 -0.028 0.037 0.020
C 1.64990 1.29386 -4.36242 0.032 -0.045 -0.003
S -0.49616 1.68341 -0.98929 -0.037 -0.155 -0.116
O -1.67026 2.15783 -1.66664 0.005 -0.028 -0.006
O 0.27464 2.61935 -0.21033 0.025 0.081 0.008
N -0.80610 0.45525 0.01749 -0.012 0.258 0.129
C -1.70494 -0.53189 -0.38468 -0.047 -0.055 -0.152
C -2.02924 -0.91922 -1.66566 0.001 0.048 0.086
C -2.95012 -1.96345 -1.88695 -0.040 -0.052 0.013
C -3.55403 -2.62547 -0.85706 -0.006 -0.011 -0.062
C -3.26113 -2.24414 0.47104 0.048 0.055 0.026
C -3.85328 -2.82890 1.60908 0.027 0.033 0.031
C -3.52909 -2.36724 2.85415 -0.023 -0.037 0.002
C -2.60690 -1.31908 2.98182 0.064 0.045 0.002
N -2.02888 -0.75526 1.93736 -0.044 -0.057 0.166
C -2.34246 -1.20193 0.69240 -0.050 -0.056 -0.123
H 3.96681 -1.11294 -4.89403 0.000 -0.003 0.004
H 3.69562 0.36295 -5.82745 0.003 0.000 -0.003
H 2.63302 -1.02394 -6.03964 0.002 -0.001 -0.007
H 2.53490 -1.64612 -2.95364 0.001 -0.001 0.009
H 0.99981 -0.81498 -1.20671 0.027 0.013 0.011
H 0.28237 2.71375 -3.50657 0.001 0.010 -0.006
H 1.82607 1.88870 -5.25024 0.001 0.007 -0.010
H -1.60102 -0.41820 -2.52035 0.007 0.019 0.008
H -3.17833 -2.23630 -2.90898 -0.006 -0.006 -0.001
H -4.26106 -3.42438 -1.03650 -0.004 -0.006 -0.012
H -4.56555 -3.63471 1.48072 -0.004 -0.006 0.004
H -3.96749 -2.78792 3.74710 -0.011 -0.011 0.002
H -2.32401 -0.92865 3.94865 0.006 0.014 0.005
I -0.56873 3.94983 3.26891 0.073 0.006 -0.001
C -1.78185 2.52874 2.20200 0.086 0.008 -0.035
H -2.07792 3.04886 1.29487 -0.030 -0.022 0.002
H -2.65143 2.39378 2.84509 -0.021 0.027 -0.034
```
Positions in Å, forces in eV/Å.

## Properties
ΔE to the lowest compared entry with this formula, charge and spin, kJ/mol: 0.0
LUMO, eV: -0.58
Frontier orbital gap, eV: 7.573
Largest force on an atom, eV/A: 0.346

Taken from the Mulliken analysis, the atomic charges in e are:
1 Al -0.202
2 O -0.687
3 C 0.282
4 O -0.323
5 C 0.508
6 C -0.750
7 C -0.317
8 C -1.029
9 C 0.069
10 N 0.414
11 H 0.530
12 H 0.435
13 H 0.474
14 H 0.474
15 C -1.531
16 C 0.935
17 C -1.043
18 C 0.452
19 C 0.055
20 C -0.817
21 C -0.854
22 S 1.196
23 O -0.785
24 O -0.602
25 N 0.530
26 C 0.839
27 C -0.497
28 C -1.098
29 C -0.908
30 C 0.681
31 C -0.556
32 C -0.957
33 C -0.110
34 N 0.404
35 C -0.524
36 H 0.378
37 H 0.389
38 H 0.285
39 H 0.404
40 H 0.471
41 H 0.449
42 H 0.386
43 H 0.505
44 H 0.405
45 H 0.403
46 H 0.448
47 H 0.404
48 H 0.603
49 I -0.089
50 C -1.197
51 H 0.515
52 H 0.555